{"formula": "C26H45F4I3N2O10PSSi", "method": "ωB97M-V with the def2-TZVPD basis set", "symbols": ["C", "C", "I", "C", "I", "C", "P", "O", "I", "C", "O", "O", "S", "O", "O", "C", "O", "N", "O", "C", "F", "F", "C", "F", "F", "C", "C", "C", "O", "Si", "C", "C", "C", "C", "C", "C", "O", "O", "H", "H", "H", "H", "H", "H", "H", "H", "H", "H", "H", "H", "H", "H", "H", "H", "H", "H", "H", "H", "H", "H", "H", "H", "H", "C", "C", "C", "C", "N", "C", "C", "C", "C", "C", "H", "H", "H", "H", "H", "H", "H", "H", "H", "H", "H", "H", "H", "H", "H", "H", "H", "H", "H", "H"], "xyz": [[1.04, 2.14, -2.01], [0.08, 2.31, -0.74], [1.26, 3.32, 0.87], [-1.37, 1.90, -0.55], [-1.93, 2.64, 1.48], [-2.15, 1.16, -1.72], [-2.42, 2.65, -2.96], [-1.17, 2.84, -4.14], [-2.27, 4.85, -1.74], [-1.42, -0.16, -2.37], [-0.26, -0.69, -1.58], [-1.00, -0.08, -3.77], [-2.39, -0.37, -4.79], [-2.22, -1.96, -4.94], [-3.73, -0.12, -4.07], [-4.43, 0.21, -2.97], [-5.31, 1.34, -3.47], [-4.99, 1.69, -4.72], [-5.91, 2.27, -5.29], [-5.53, -1.03, -2.90], [-6.39, -0.83, -4.14], [-6.51, -1.10, -1.85], [-4.88, -2.53, -3.28], [-5.75, -3.50, -2.53], [-5.06, -2.88, -4.72], [-3.72, 0.61, -1.49], [-3.80, -0.70, -0.45], [-2.79, -0.76, 0.80], [-2.87, -2.16, 1.36], [-1.46, -3.11, 0.96], [0.23, -2.37, 1.57], [-1.64, -4.78, 1.97], [-1.33, -3.65, -0.89], [-4.64, 1.72, -0.65], [-6.22, 1.62, -0.54], [-6.74, 2.93, 0.37], [-6.36, 3.16, 1.63], [-7.63, 3.92, -0.27], [0.73, 1.55, -2.93], [2.07, 1.66, -1.63], [1.35, 3.23, -2.38], [-1.54, 3.08, -5.06], [-2.09, -1.15, -2.41], [0.54, -0.78, -2.21], [-3.76, -2.64, -2.96], [-3.64, -1.73, -0.99], [-4.89, -0.75, 0.04], [-1.66, -0.58, 0.61], [-3.25, -0.09, 1.67], [1.02, -2.50, 0.68], [0.18, -1.22, 1.82], [0.66, -2.98, 2.48], [-2.19, -5.51, 1.23], [-0.53, -5.18, 2.08], [-2.17, -4.63, 3.00], [-2.22, -3.31, -1.57], [-1.31, -4.84, -0.95], [-0.33, -3.30, -1.41], [-4.33, 2.83, -0.83], [-4.37, 1.50, 0.50], [-6.89, 1.62, -1.48], [-6.54, 0.67, 0.12], [-8.37, 4.20, 0.35], [7.89, 1.49, 4.62], [6.46, 1.90, 4.28], [5.45, 0.76, 4.19], [5.87, -0.54, 3.49], [5.89, -0.57, 1.94], [4.50, -0.84, 1.35], [3.87, 0.52, 1.17], [5.03, 1.49, 0.97], [6.31, 0.70, 1.22], [6.83, -1.71, 1.55], [8.31, 0.82, 3.87], [8.53, 2.37, 4.67], [7.92, 0.99, 5.60], [6.47, 2.48, 3.35], [6.12, 2.61, 5.05], [4.50, 1.14, 3.81], [5.23, 0.47, 5.23], [5.18, -1.34, 3.79], [6.86, -0.85, 3.83], [4.65, -1.32, 0.37], [3.93, -1.52, 2.00], [3.29, 0.80, 2.05], [3.18, 0.54, 0.32], [4.94, 2.34, 1.65], [5.03, 1.90, -0.04], [7.09, 1.22, 1.79], [6.74, 0.41, 0.26], [6.47, -2.63, 2.01], [7.84, -1.46, 1.90], [6.84, -1.81, 0.46]], "charge": 1, "gap_ha": 0.280}

---

{"formula": "H3NOSSi", "method": "ωB97M-V with the def2-TZVPD basis set", "symbols": ["N", "O", "Si", "S", "H", "H", "H"], "xyz": [[0.69, -0.97, -2.60], [0.46, 1.40, -1.79], [0.11, 0.39, -0.47], [0.97, 0.37, -3.04], [-0.14, 1.61, 0.48], [1.32, -0.29, 0.02], [-0.98, -0.54, -0.54]], "gap_ha": 0.357}

---

{"formula": "C10H10N2", "method": "ωB97M-V with the def2-TZVPD basis set", "symbols": ["C", "C", "C", "N", "C", "C", "H", "H", "H", "H", "H", "C", "C", "C", "N", "C", "C", "H", "H", "H", "H", "H"], "xyz": [[-2.79, 1.12, 0.14], [-2.51, 0.35, 1.24], [-1.99, -0.91, 1.06], [-1.98, -1.57, -0.10], [-2.15, -0.79, -1.16], [-2.61, 0.55, -1.15], [-3.13, 2.15, 0.25], [-2.62, 0.78, 2.28], [-1.78, -1.46, 1.96], [-2.06, -1.34, -2.18], [-2.70, 1.13, -2.03], [1.26, 0.29, -0.02], [1.62, -1.03, -0.05], [2.95, -1.33, 0.08], [3.95, -0.41, 0.00], [3.56, 0.87, -0.07], [2.19, 1.34, 0.02], [0.21, 0.63, -0.23], [0.89, -1.83, -0.19], [3.34, -2.37, 0.12], [4.44, 1.48, 0.00], [1.90, 2.35, 0.05]], "gap_ha": 0.375, "smiles": "c1ccncc1.c1ccncc1"}

---

{"formula": "C42H35AsF6N9O2S2W", "method": "ωB97M-V with the def2-TZVPD basis set", "symbols": ["W", "C", "C", "C", "C", "N", "C", "N", "C", "N", "C", "N", "C", "C", "C", "C", "C", "N", "C", "C", "C", "C", "C", "C", "H", "H", "H", "H", "H", "H", "H", "H", "H", "H", "H", "H", "S", "C", "N", "C", "C", "N", "C", "C", "C", "C", "C", "C", "C", "C", "S", "C", "C", "C", "C", "C", "C", "C", "H", "H", "H", "H", "H", "H", "H", "H", "H", "H", "H", "H", "H", "H", "H", "H", "H", "H", "O", "N", "N", "O", "C", "C", "C", "C", "C", "C", "H", "H", "H", "H", "H", "F", "As", "F", "F", "F", "F", "F"], "xyz": [[0.11, 0.09, -0.54], [3.75, 1.68, 1.27], [3.38, 2.32, 2.45], [2.07, 2.23, 2.85], [1.13, 1.54, 2.08], [1.49, 0.96, 0.90], [2.80, 1.02, 0.55], [-0.12, 1.46, 2.63], [-1.17, 1.07, 2.03], [-1.31, 0.68, 0.68], [-2.71, 0.52, 0.42], [-3.29, 0.39, -0.69], [-2.70, 0.40, -1.94], [-3.60, 0.53, -3.00], [-3.15, 0.50, -4.30], [-1.79, 0.31, -4.52], [-0.95, 0.20, -3.44], [-1.37, 0.27, -2.16], [-3.40, 0.60, 1.71], [-4.74, 0.44, 2.01], [-5.12, 0.63, 3.33], [-4.18, 0.99, 4.31], [-2.84, 1.17, 3.99], [-2.48, 0.96, 2.67], [4.77, 1.68, 0.91], [4.10, 2.87, 3.04], [1.72, 2.67, 3.77], [3.08, 0.51, -0.36], [-4.64, 0.63, -2.75], [-3.84, 0.60, -5.12], [-1.38, 0.24, -5.52], [0.10, 0.02, -3.61], [-5.46, 0.17, 1.24], [-6.15, 0.51, 3.61], [-4.51, 1.14, 5.32], [-2.11, 1.46, 4.73], [2.58, -2.17, 0.12], [1.85, -3.42, 1.08], [2.56, -4.49, 1.28], [1.95, -5.64, 1.97], [0.47, -5.68, 1.66], [-0.12, -4.40, 2.04], [-1.42, -4.33, 2.77], [-2.08, -5.67, 2.93], [-2.83, -6.22, 1.89], [-3.41, -7.47, 2.05], [-3.25, -8.17, 3.24], [-2.52, -7.62, 4.28], [-1.94, -6.37, 4.12], [0.53, -3.28, 1.81], [0.13, -1.79, 2.42], [3.95, -4.61, 0.80], [4.05, -4.85, -0.70], [5.24, -4.50, -1.33], [5.40, -4.74, -2.68], [4.38, -5.32, -3.42], [3.19, -5.66, -2.79], [3.02, -5.43, -1.43], [2.14, -5.56, 3.05], [2.44, -6.54, 1.60], [0.00, -6.47, 2.23], [0.30, -5.87, 0.60], [-2.05, -3.64, 2.20], [-1.23, -3.87, 3.73], [-2.96, -5.67, 0.97], [-3.99, -7.90, 1.24], [-3.71, -9.15, 3.36], [-2.41, -8.16, 5.21], [-1.37, -5.94, 4.94], [4.39, -5.44, 1.36], [4.49, -3.71, 1.09], [6.04, -4.04, -0.76], [6.33, -4.47, -3.16], [4.51, -5.51, -4.47], [2.38, -6.11, -3.36], [2.08, -5.70, -0.96], [0.18, 2.10, -1.07], [1.15, 2.08, -1.94], [1.49, 0.88, -2.04], [1.34, -1.36, -0.44], [2.60, 0.49, -2.84], [2.70, -0.84, -3.21], [3.79, -1.25, -3.98], [4.75, -0.32, -4.36], [4.64, 1.01, -3.98], [3.57, 1.43, -3.21], [1.94, -1.55, -2.92], [3.87, -2.28, -4.27], [5.59, -0.64, -4.96], [5.39, 1.72, -4.28], [3.47, 2.46, -2.90], [-1.05, -1.72, -0.59], [-1.24, -3.29, -1.71], [-2.18, -3.87, -0.41], [0.17, -3.90, -0.90], [-1.38, -4.67, -2.67], [-0.18, -2.45, -2.78], [-2.58, -2.48, -2.38]], "multiplicity": 2, "charge": 2, "gap_ha": [0.230, 0.235], "s2": 0.7593}

---

Energy above the lowest of the compared OMol25 structures with the same formula, charge and spin in kJ/mol, matching the order above: 1116.16; 52.49; 197.19; 30.42